(1)
CH10O5 | ωB97M-V/def2-TZVPD

Calculated values
Max |F| = 0.11460 Eh/bohr
HOMO-LUMO gap = 10.053 eV
SMILES = C=O.O.O.O.O
Total energy = -11435.24376 eV
HOMO level = -10.030 eV
Energy relative to the best compared isomer or geometry (same formula, charge and spin) = 1.234 eV
LUMO = 0.0 eV
Total charge = 0

Each line ends with the Mulliken charge.
CARTESIAN COORDINATES (ANGSTROEM)
O 1.085 0.236 -0.050  -0.327
C 1.881 0.970 -0.717  -0.270
H 1.863 0.666 -1.796  0.303
H 2.462 1.789 -0.293  0.298
H -0.963 2.668 -1.057  0.331
H -0.333 2.428 -2.356  0.307
O -1.165 2.349 -1.914  -0.648
H -1.595 0.455 -1.395  0.322
H -1.730 -0.815 -2.052  0.287
O -1.371 -0.475 -1.229  -0.606
H -0.030 -0.745 2.607  0.311
H 1.488 -1.028 2.244  0.309
O 0.854 -0.522 2.876  -0.628
H -0.983 -1.715 0.507  0.359
H -0.601 -3.222 0.821  0.276
O -0.762 -2.375 1.200  -0.624

***

(2)
CH10O5 | ωB97M-V/def2-TZVPD

Calculated values
Max |F| = 0.07942 Eh/bohr
HOMO-LUMO gap = 10.843 eV
SMILES = C=O.O.O.O.O
Total energy = -11435.31340 eV
HOMO level = -10.456 eV
Energy relative to the best compared isomer or geometry (same formula, charge and spin) = 1.164 eV
LUMO = 0.4 eV
Total charge = 0

Each line ends with the Mulliken charge.
CARTESIAN COORDINATES (ANGSTROEM)
O 0.199 0.601 -3.466  -0.424
C -0.815 1.239 -3.808  -0.025
H -1.243 1.937 -2.970  0.192
H -1.435 1.109 -4.716  0.249
H 1.252 -0.122 -0.640  0.322
H 0.729 -0.986 -1.834  0.318
O 1.330 -1.010 -0.991  -0.631
H 2.383 -0.226 2.875  0.318
H 2.182 -1.255 1.564  0.330
O 1.878 -0.942 2.429  -0.691
H -2.216 1.503 1.270  0.289
H -0.958 0.577 1.256  0.387
O -1.341 1.442 0.898  -0.654
H 0.160 -1.181 2.729  0.394
H -1.301 -1.541 3.098  0.323
O -0.803 -1.143 2.305  -0.697

***

(3)
CH11B2NaO | ωB97M-V/def2-TZVPD

Calculated values
Max |F| = 0.02574 Eh/bohr
HOMO-LUMO gap = 4.676 eV
Total energy = -9029.28616 eV
HOMO level = -0.224 eV
LUMO = 4.5 eV
Total charge = -2

Each line ends with the Mulliken charge.
CARTESIAN COORDINATES (ANGSTROEM)
Na -0.430 -0.610 0.160  0.356
B -1.389 1.623 -1.277  0.145
H -2.220 2.293 -0.687  -0.216
H -1.118 2.064 -2.375  -0.238
H -0.412 1.621 -0.574  -0.143
H -1.775 0.475 -1.314  -0.315
B -0.692 0.426 2.589  0.279
H -0.310 1.318 1.882  -0.186
H -0.573 0.581 3.791  -0.230
H -1.904 0.358 2.421  -0.225
H -0.206 -0.638 2.285  -0.324
C 2.203 -1.900 -1.388  -0.495
O 1.693 -0.670 -1.155  -0.797
H 3.287 -1.999 -1.107  0.160
H 1.702 -2.717 -0.795  0.076
H 2.143 -2.225 -2.458  0.154

***

(4)
CH11N2Sr | ωB97M-V/def2-TZVPD

Calculated values
Max |F| = 0.09590 Eh/bohr
HOMO-LUMO gap = 4.622 eV
Total energy = -5027.81179 eV
HOMO level = -2.099 eV
Energy relative to the best compared isomer or geometry (same formula, charge and spin) = 0.373 eV
LUMO = 2.5 eV
Total charge = -1

Each line ends with the Mulliken charge.
CARTESIAN COORDINATES (ANGSTROEM)
C -0.003 0.004 -2.402  -1.133
Sr 0.974 -0.698 0.000  0.316
N -1.891 -0.336 0.042  -0.718
H 2.863 1.089 -0.790  -0.288
H 2.051 -2.423 1.456  -0.337
H 1.090 -0.226 -2.785  0.143
H -0.587 0.797 -2.731  0.137
H -0.564 -1.020 -2.390  0.186
H -2.137 0.623 0.256  0.206
H -2.145 -0.897 0.853  0.279
H -2.600 -0.591 -0.667  0.219
N 0.740 0.760 2.016  -0.749
H 0.251 0.294 2.813  0.266
H 0.298 1.661 1.933  0.246
H 1.659 0.962 2.396  0.227

***

(5)
CH11N3O3 | ωB97M-V/def2-TZVPD

Calculated values
Max |F| = 0.01695 Eh/bohr
HOMO-LUMO gap = 9.973 eV
SMILES = N=C(N)N.O.O.O
Total energy = -11828.85646 eV
HOMO level = -9.469 eV
Energy relative to the best compared isomer or geometry (same formula, charge and spin) = 0.498 eV
LUMO = 0.5 eV
Total charge = 0

Each line ends with the Mulliken charge.
CARTESIAN COORDINATES (ANGSTROEM)
N 0.099 -0.988 1.421  -0.412
C 0.908 -0.188 0.645  0.499
N 2.240 -0.164 1.077  -0.575
N 0.493 0.420 -0.399  -0.619
H 0.546 -1.231 2.287  0.240
H -0.848 -0.638 1.567  0.193
H 2.841 0.001 0.282  0.256
H 2.524 -1.058 1.469  0.242
H 1.221 1.077 -0.682  0.240
H -2.891 0.111 0.778  0.399
H -3.467 -0.701 1.936  0.338
O -3.040 -0.800 1.078  -0.684
H 2.777 0.162 -3.133  0.306
H 1.414 -0.214 -2.555  0.338
O 1.835 0.273 -3.267  -0.661
H -2.760 1.007 -1.286  0.324
H -1.487 1.540 -0.742  0.321
O -2.405 1.392 -0.476  -0.745

***

(6)
CH11NO4 | ωB97M-V/def2-TZVPD

Calculated values
Max |F| = 0.03654 Eh/bohr
HOMO-LUMO gap = 10.646 eV
SMILES = NCO.O.O.O
Total energy = -10895.19517 eV
HOMO level = -10.400 eV
Energy relative to the best compared isomer or geometry (same formula, charge and spin) = 0.830 eV
LUMO = 0.2 eV
Total charge = 0

Each line ends with the Mulliken charge.
CARTESIAN COORDINATES (ANGSTROEM)
N 1.792 -0.067 -1.504  -0.499
C 0.857 1.005 -1.662  -0.394
O 0.347 1.554 -0.393  -0.504
H 2.657 0.273 -1.116  0.227
H 1.387 -0.849 -1.020  0.251
H 1.350 1.837 -2.152  0.345
H -0.054 0.550 -2.038  0.309
H 0.895 2.270 -0.057  0.256
H 1.351 -0.546 1.442  0.306
H 0.483 -0.867 2.734  0.306
O 0.796 -1.185 1.888  -0.631
H -2.636 -1.609 0.780  0.335
H -1.840 -2.693 0.102  0.301
O -2.741 -2.458 0.331  -0.646
H -0.905 0.529 0.806  0.391
H -1.894 1.593 0.836  0.287
O -1.844 0.664 1.023  -0.641

***

(7)
CH11NO4 | ωB97M-V/def2-TZVPD

Calculated values
Max |F| = 0.01075 Eh/bohr
HOMO-LUMO gap = 10.317 eV
SMILES = NCO.O.O.O
Total energy = -10895.72360 eV
HOMO level = -9.742 eV
Energy relative to the best compared isomer or geometry (same formula, charge and spin) = 0.302 eV
LUMO = 0.6 eV
Total charge = 0

Each line ends with the Mulliken charge.
CARTESIAN COORDINATES (ANGSTROEM)
N 0.354 -2.161 -0.451  -0.633
C 0.075 -1.521 -1.710  -0.248
O -0.296 -0.142 -1.607  -0.510
H 1.019 -1.583 0.067  0.275
H -0.494 -2.184 0.105  0.275
H 0.960 -1.532 -2.342  0.288
H -0.723 -2.079 -2.191  0.315
H -0.924 -0.123 -0.870  0.265
H -2.979 0.783 0.703  0.282
H -1.698 0.594 1.508  0.317
O -2.089 0.417 0.643  -0.646
H 2.419 1.519 -0.792  0.290
H 0.995 1.126 -0.410  0.374
O 1.852 1.368 -0.029  -0.635
H 0.616 1.138 2.809  0.319
H 0.786 2.502 2.126  0.292
O 0.126 1.878 2.441  -0.622

***

(8)
CH11NO5 | ωB97M-V/def2-TZVPD

Calculated values
Max |F| = 0.07649 Eh/bohr
HOMO-LUMO gap = 10.504 eV
SMILES = NC=O.O.O.O.O
Total energy = -12941.86916 eV
HOMO level = -9.987 eV
Energy relative to the best compared isomer or geometry (same formula, charge and spin) = 2.262 eV
LUMO = 0.5 eV
Total charge = 0

Each line ends with the Mulliken charge.
CARTESIAN COORDINATES (ANGSTROEM)
C -2.058 -0.180 1.023  0.204
N -2.054 -1.212 0.123  -0.312
O -2.711 -0.358 2.077  -0.584
H -1.656 0.859 0.721  0.197
H -1.498 -1.495 -0.636  0.212
H -2.706 -2.037 0.412  0.227
H 0.158 2.155 2.519  0.282
H 0.388 0.830 2.233  0.301
O 0.183 1.561 1.706  -0.613
H -0.983 0.872 -0.995  0.305
H 0.239 1.307 -0.341  0.333
O -0.131 1.321 -1.199  -0.564
H 1.889 -0.433 -2.541  0.305
H 1.395 -1.886 -2.803  0.258
O 1.395 -1.171 -2.251  -0.561
H 3.509 0.218 0.022  0.287
H 1.925 -0.144 -0.286  0.339
O 2.713 -0.208 0.217  -0.616

***

(9)
CH12F5NO13S3Y | ωB97M-V/def2-TZVPD

Calculated values
<S²> = 0.753
Max |F| = 0.08725 Eh/bohr
HOMO-LUMO gap (spin up / spin down) = 2.620 / 7.667 eV
Total energy = -76475.54775 eV
HOMO level (spin up / spin down) = -4.110 / -9.229 eV
LUMO (spin up / spin down) = -1.5 / -1.6 eV
Multiplicity = 2
Total charge = 0

Each line ends with the Mulliken charge.
CARTESIAN COORDINATES (ANGSTROEM)
Y -0.737 0.086 0.569  1.437
C 3.900 0.600 -0.602  0.688
F 3.547 0.847 -1.913  -0.201
F 3.914 -0.721 -0.332  -0.216
F 5.112 1.101 -0.362  -0.196
S 2.576 1.563 0.589  1.068
O 2.895 1.228 1.963  -0.664
O 2.657 3.020 0.378  -0.669
O 1.208 1.063 0.266  -0.569
N -0.604 -0.585 -1.468  -0.037
S 0.389 -1.477 -2.344  0.886
O 1.088 -0.894 -3.499  -0.611
O 0.088 -2.924 -2.353  -0.706
F 1.495 -1.459 -1.161  -0.231
S -1.557 -0.313 -2.966  0.865
O -2.175 -1.436 -3.696  -0.606
O -1.041 0.875 -3.685  -0.623
F -2.830 0.299 -2.251  -0.286
O -0.937 1.932 2.127  -0.329
H -1.547 2.160 2.829  0.198
H -0.266 2.613 2.162  0.267
O 1.193 -1.218 1.512  -0.354
H 1.247 -1.919 2.161  0.216
H 2.098 -1.075 1.237  0.136
O -1.291 -2.426 0.432  -0.348
H -1.057 -2.869 -0.384  0.191
H -1.505 -3.136 1.038  0.231
O -1.100 -0.556 2.800  -0.165
H -0.412 -0.576 3.465  0.229
H -1.857 -0.959 3.225  0.182
O -3.187 0.010 0.750  -0.304
H -3.755 0.768 0.891  0.174
H -3.757 -0.746 0.889  0.221
O -1.220 2.038 -0.562  -0.333
H -0.600 2.450 -1.163  0.256
H -1.968 2.635 -0.542  0.201

***

(10)
CH12N2O3 | ωB97M-V/def2-TZVPD

Calculated values
Max |F| = 0.07084 Eh/bohr
HOMO-LUMO gap = 9.298 eV
SMILES = NCN.O.O.O
Total energy = -10353.86279 eV
HOMO level = -8.485 eV
Energy relative to the best compared isomer or geometry (same formula, charge and spin) = 0.899 eV
LUMO = 0.8 eV
Total charge = 0

Each line ends with the Mulliken charge.
CARTESIAN COORDINATES (ANGSTROEM)
N -0.389 0.596 1.892  -0.792
C 0.782 -0.087 1.114  -0.273
N 1.533 0.955 0.499  -0.447
H -0.401 1.468 1.409  0.225
H 0.052 0.822 2.845  0.291
H 0.458 -0.751 0.334  0.223
H 1.395 -0.555 1.829  0.312
H 2.197 1.513 1.141  0.155
H 1.331 1.346 -0.402  0.220
H -0.990 -1.718 -2.499  0.296
H -1.320 -1.597 -1.067  0.309
O -0.708 -1.254 -1.745  -0.582
H -1.648 -0.504 1.137  0.498
H -2.864 -1.534 1.046  0.285
O -1.940 -1.362 0.816  -0.691
H 1.117 0.230 -2.496  0.300
H 0.383 1.283 -3.246  0.293
O 1.012 1.149 -2.608  -0.623